(1)
Molecular formula: C14H56N18O14
Method: DFT, ωB97M-V with the def2-TZVPD basis set

Summary:
Spin multiplicity: 1
Charge: 0

Each line ends with the Mulliken charge.
CARTESIAN COORDINATES (ANGSTROEM)
C  0.6515  -3.1289  2.9396  -0.6091
O  1.4265  -1.9505  3.1028  -0.1712
H  0.9856  -3.7889  2.1341  0.1961
H  0.7442  -3.8265  3.7777  0.2794
H  -0.3907  -2.9027  2.7174  0.1831
H  0.8707  -1.3022  3.5573  0.1818
C  4.6986  -1.1729  1.9256  -0.2875
O  4.5818  -1.8052  3.1862  -0.5900
H  4.0140  -0.3275  1.8072  0.0189
H  5.6800  -0.7974  1.6434  0.3701
H  4.4318  -1.9149  1.1638  0.1040
H  3.6582  -2.0191  3.3442  0.3186
C  -2.2664  -3.2828  -1.3317  -0.4024
O  -1.1596  -3.2545  -0.4031  -0.4418
H  -1.9507  -2.7023  -2.2030  0.0323
H  -2.3210  -4.2993  -1.7174  0.3716
H  -3.1968  -2.8905  -0.9255  0.1023
H  -0.7692  -2.3810  -0.5073  0.2546
C  1.2370  3.5752  -0.4421  -0.3356
O  1.9105  3.7178  0.7824  -0.6974
H  1.2640  2.5470  -0.7963  -0.1492
H  0.1763  3.7613  -0.2339  0.2973
H  1.5060  4.3128  -1.2015  0.4100
H  1.8261  4.6135  1.1282  0.3134
C  1.6939  0.1882  5.4231  -1.0787
O  0.5542  0.2781  4.5628  -0.3258
H  2.5411  0.3618  4.7564  0.4833
H  1.6879  0.9277  6.2189  0.4355
H  1.8963  -0.7960  5.8502  0.2435
H  -0.1982  0.4900  5.1250  0.1903
C  -3.3017  -0.7619  -3.5267  0.4087
O  -3.0420  -1.1485  -4.6588  -0.6841
N  -4.5210  -1.0078  -2.9484  -0.3966
N  -2.5492  0.0669  -2.8196  0.1717
H  -4.5911  -0.9658  -1.9453  0.1754
H  -5.0879  -1.6436  -3.4837  0.2444
H  -2.8579  0.3274  -1.8956  0.0290
H  -1.8761  0.6171  -3.3190  0.0173
C  -4.2362  1.4933  0.6884  0.4244
O  -3.6246  0.9333  -0.2343  -0.4687
N  -3.6331  1.8881  1.8412  -0.2465
N  -5.5680  1.4405  0.7730  -0.4043
H  -2.6294  1.8277  1.9440  0.0734
H  -4.2458  2.0229  2.6241  0.1817
H  -6.1097  0.9454  0.0884  0.2296
H  -6.0355  1.8169  1.5781  0.1442
C  3.6394  0.3616  -3.5424  0.6330
O  4.5747  -0.2551  -3.0358  -0.7769
N  3.5809  0.7086  -4.8491  -0.3879
N  2.5264  0.7210  -2.8479  -0.1683
H  2.6277  0.9204  -5.0915  0.1544
H  4.2080  0.3477  -5.5433  0.2613
H  1.8931  1.3422  -3.3157  0.1860
H  2.4832  0.5478  -1.8596  0.0075
C  -3.5374  -1.8581  3.1144  0.5058
O  -3.8483  -2.4841  4.1157  -0.7285
N  -4.2945  -1.8123  1.9923  -0.1890
N  -2.3930  -1.1725  3.0088  -0.0430
H  -3.9996  -1.1153  1.3281  0.0159
H  -5.1539  -2.3208  1.9114  0.2069
H  -2.0954  -0.5861  2.2453  0.0731
H  -1.9399  -1.1809  3.9079  0.0575
C  0.0791  0.2992  0.5703  0.0656
O  -0.5964  0.9994  1.3410  -0.5254
N  -0.3426  0.0629  -0.6907  1.6385
N  1.2559  -0.2396  0.8638  0.7372
H  0.1519  -0.5428  -1.3285  -0.4922
H  -1.2109  0.4784  -0.9667  -0.5660
H  1.5706  -0.9924  0.2744  -0.1370
H  1.5720  -0.0990  1.8054  -0.1993
C  2.2334  -2.8405  -1.7353  0.2294
O  1.2699  -2.1453  -2.0522  -0.4352
N  2.0695  -4.1291  -1.3330  -0.4202
N  3.5094  -2.4049  -1.6570  -0.1608
H  2.8584  -4.7002  -1.0845  0.1822
H  1.1983  -4.4079  -0.9062  0.2496
H  4.2124  -3.1096  -1.5058  0.2440
H  3.8281  -1.6422  -2.2522  0.1176
C  -1.9636  4.6228  -1.5507  0.5379
O  -2.0382  5.2718  -0.5175  -0.6348
N  -2.1226  3.2636  -1.5395  -0.0690
N  -1.6823  5.1216  -2.7784  -0.4333
H  -1.6126  2.7772  -2.2523  0.0251
H  -2.4892  2.8561  -0.6982  -0.0289
H  -1.2105  6.0063  -2.8453  0.2449
H  -1.6339  4.4934  -3.5600  0.1820
C  0.3558  -1.9050  -5.6518  0.5272
O  -0.0238  -1.6223  -6.7752  -0.6975
N  0.5687  -0.9854  -4.6711  0.0407
N  0.6804  -3.1662  -5.2834  -0.3241
H  0.9555  -1.3088  -3.7977  -0.0625
H  0.1414  -0.0874  -4.7913  0.1344
H  0.5044  -3.9183  -5.9241  0.1954
H  0.8143  -3.4014  -4.3143  0.1862
C  2.2923  3.8848  4.3663  0.5758
O  2.6352  4.9879  3.9593  -0.6938
N  2.3033  3.4711  5.6554  -0.2565
N  1.8883  2.9366  3.4965  -0.0464
H  2.5527  4.0633  6.4240  0.1875
H  1.9674  2.5346  5.7822  0.1811
H  1.5297  2.0322  3.7600  0.3653
H  1.7825  3.2384  2.5356  -0.0697

***

(2)
Molecular formula: C18H29NO3
Method: DFT, ωB97M-V with the def2-TZVPD basis set

Summary:
Spin multiplicity: 1
Charge: 0

Each line ends with the natural charge from an NBO analysis.
CARTESIAN COORDINATES (ANGSTROEM)
C  1.4682  3.4018  -3.7102  -0.6009
C  1.5882  2.2909  -2.6738  -0.3931
C  1.4561  0.9089  -3.3079  -0.3851
C  1.5807  -0.2097  -2.2763  -0.3954
C  1.4269  -1.5871  -2.9195  -0.3856
C  1.6844  -2.7456  -1.9554  -0.3861
C  0.6456  -2.8295  -0.8402  -0.3908
C  0.8564  -4.0590  0.0525  -0.4895
C  -0.1494  -4.0049  1.1868  0.6867
O  -1.1784  -4.6441  1.2109  -0.6252
N  0.2114  -3.1486  2.1792  -0.6204
C  -0.7541  -2.6457  3.1262  -0.2409
C  -1.4243  -1.3843  2.5704  -0.0786
O  -0.3912  -0.4590  2.2961  -0.5376
C  -0.7052  0.7152  1.6680  0.3522
C  -1.9874  1.1077  1.2998  -0.3060
C  -2.1832  2.3228  0.6736  -0.2216
C  -1.1160  3.1761  0.4048  0.2689
O  -1.4311  4.3545  -0.2078  -0.4946
C  -0.3974  5.2731  -0.4626  -0.2507
C  0.1668  2.7810  0.7708  -0.2894
C  0.3637  1.5618  1.3906  -0.2538
H  1.6029  4.3794  -3.2513  0.2010
H  2.2241  3.2837  -4.4838  0.2018
H  0.4889  3.3773  -4.1829  0.2029
H  2.5560  2.3647  -2.1714  0.1902
H  0.8104  2.4078  -1.9153  0.2001
H  2.2284  0.7863  -4.0714  0.1908
H  0.4860  0.8338  -3.8046  0.1944
H  2.5580  -0.1447  -1.7912  0.1905
H  0.8176  -0.0652  -1.5089  0.2002
H  2.1324  -1.6647  -3.7507  0.1993
H  0.4204  -1.6808  -3.3334  0.1953
H  1.6731  -3.6811  -2.5195  0.2012
H  2.6794  -2.6363  -1.5168  0.1913
H  -0.3536  -2.8795  -1.2785  0.2081
H  0.6963  -1.9255  -0.2295  0.1970
H  0.6934  -4.9698  -0.5235  0.2292
H  1.8730  -4.0654  0.4496  0.2084
H  0.9968  -2.5372  2.0147  0.3952
H  -1.5057  -3.4208  3.2835  0.2385
H  -0.2469  -2.4162  4.0654  0.2027
H  -2.1331  -0.9731  3.3007  0.1796
H  -1.9627  -1.6418  1.6489  0.1823
H  -2.8412  0.4801  1.4991  0.2228
H  -3.1743  2.6355  0.3859  0.2242
H  0.3493  4.8596  -1.1478  0.1735
H  0.0946  5.5920  0.4623  0.1743
H  -0.8760  6.1324  -0.9298  0.2009
H  1.0215  3.4110  0.5824  0.2229
H  1.3567  1.2517  1.6762  0.2190

***

(3)
Molecular formula: C34H36BrInN8O4Si
Method: DFT, ωB97M-V with the def2-TZVPD basis set

Summary:
Spin multiplicity: 1
Charge: 0

Each line ends with the Mulliken charge.
CARTESIAN COORDINATES (ANGSTROEM)
In  0.7790  -0.0143  -0.3013  2.2480
N  4.8648  -1.7607  0.1204  -0.0219
C  4.6479  -2.4112  -1.0779  -0.9973
C  3.4644  -1.9336  -1.5489  -0.7445
N  2.9668  -1.0049  -0.6674  0.5907
C  3.8179  -0.9258  0.3247  0.0154
C  3.5579  -0.0994  1.4932  -0.1779
N  2.3691  0.4011  1.7267  0.6349
C  2.4618  1.0679  2.9270  -0.5430
C  3.7261  0.9629  3.4156  -1.0369
N  4.4202  0.2133  2.4898  -0.0958
H  5.6415  -1.9163  0.7367  0.1710
H  5.3328  -3.1458  -1.4657  0.4357
H  2.9310  -2.1831  -2.4522  0.4828
H  1.6081  1.5554  3.3710  0.4543
H  4.1869  1.3445  4.3099  0.4344
H  5.3982  -0.0061  2.5393  0.1661
Br  -6.1686  0.9219  0.3288  -0.1725
C  -5.4533  -0.2149  1.6626  0.0941
C  -4.5996  -1.2435  1.2975  -0.4964
C  -4.0461  -2.0441  2.2849  0.1582
C  -4.3468  -1.8213  3.6278  -0.5308
C  -5.2399  -0.8154  3.9670  0.0163
C  -5.7840  0.0048  2.9894  -0.6399
N  -3.8805  -2.6643  4.6991  -0.5149
N  -2.7216  -3.1184  4.6957  -0.5280
C  -1.7767  -2.7116  3.7023  0.1522
C  -0.9776  -3.7033  3.1874  -0.3186
C  -0.1119  -3.4856  2.1116  -0.9211
C  0.0119  -2.2333  1.5305  0.3379
O  0.7740  -2.0083  0.4992  -0.5700
C  -0.7417  -1.1602  2.1346  -0.1169
N  -0.5815  0.0760  1.5904  0.4967
C  -1.2625  1.0953  2.0676  -0.1491
C  -2.0664  0.9789  3.2115  -1.6569
C  -2.2102  -0.2445  3.7992  -0.3408
C  -1.6062  -1.3859  3.2232  0.3302
H  -4.3477  -1.4085  0.2579  0.5411
H  -3.3710  -2.8425  2.0047  0.5817
H  -5.4842  -0.6636  5.0134  0.4422
H  -6.4617  0.8053  3.2537  0.4325
H  -1.0948  -4.7008  3.5955  0.4099
H  0.4579  -4.3013  1.6839  0.4539
H  -1.1663  2.0383  1.5512  0.2061
H  -2.5593  1.8539  3.6159  0.4388
H  -2.7830  -0.3413  4.7120  0.7173
C  -0.3293  -3.1644  -2.4805  -1.9128
C  -0.5097  -1.6888  -2.7832  2.0330
C  -0.8969  -1.4462  -4.2333  -1.8455
O  0.7677  -1.0423  -2.5185  -0.1701
C  -1.6126  -1.1047  -1.8709  -0.0092
O  -2.7418  -1.5530  -1.9951  -0.7683
O  -1.2501  -0.1655  -1.0536  -0.3938
H  0.3485  -3.6171  -3.2097  0.4286
H  -1.2975  -3.6581  -2.5287  0.3873
H  0.0909  -3.2903  -1.4805  0.2953
H  -0.1569  -1.8928  -4.9023  0.3837
H  -0.9549  -0.3718  -4.4409  0.4433
H  -1.8753  -1.8839  -4.4214  0.4251
H  0.7781  -0.2003  -3.0053  -0.2663
C  -1.5579  3.1702  -0.8926  -0.9354
Si  0.3038  3.3063  -0.7677  0.2093
C  0.9145  4.7369  -1.8269  -1.2191
C  0.8354  3.6717  0.9996  -0.6816
N  1.1686  1.8662  -1.2323  0.4565
C  1.6863  1.7474  -2.5376  -1.2425
C  2.9922  1.2863  -2.7743  0.4776
C  3.4931  1.1554  -4.0606  -0.7252
C  2.7183  1.5052  -5.1633  -0.6367
C  1.4339  1.9834  -4.9524  -0.8149
C  0.9198  2.0894  -3.6642  0.4680
H  -2.0672  3.6779  -0.0643  0.4507
H  -1.8721  2.1203  -0.8950  0.0672
H  -1.9131  3.6296  -1.8219  0.4182
H  1.1017  5.6215  -1.2085  0.4603
H  0.1924  5.0172  -2.6000  0.3086
H  1.8502  4.4718  -2.3288  0.2982
H  0.0809  4.2022  1.5905  0.3803
H  1.7406  4.2866  0.9764  0.4029
H  1.0885  2.7411  1.5085  -0.1757
H  3.6170  1.0726  -1.9157  0.4118
H  4.5019  0.7839  -4.2050  0.4076
H  3.1163  1.4190  -6.1671  0.3947
H  0.8154  2.2652  -5.7975  0.4107
H  -0.0959  2.4466  -3.5148  0.5095

***

What are the E_HOMO values for these records? In order: -0.3477, -0.2971, -0.2703 hartree.
What are the M values for these records? In order: 700.7, 307.4, 843.5 g mol⁻¹.
What are the ΔE to the lowest compared entry with this formula, charge and spin values for these records? In order: 1.371, 1.412, 0.882 eV.